Record 1
{
  "formula": "C2BaF3NO5S2",
  "method": "ωB97M-V/def2-TZVPD",
  "symbols": ["O", "C", "O", "O", "F", "C", "F", "O", "N", "F", "S", "S", "Ba", "O"],
  "positions_angstrom": [[-0.5224, -0.2428, -1.9536], [1.5614, 2.5040, -0.0353], [1.1682, 0.9254, 2.0467], [-1.0829, -3.7696, 0.1386], [1.3683, 2.6228, -1.3449], [-0.4790, -2.6769, 0.2242], [2.8688, 2.5867, 0.2090], [-1.6066, -1.5109, 0.0162], [-0.6472, 1.0799, 0.2495], [0.9551, 3.5068, 0.5841], [-1.3938, 0.1292, -0.7973], [0.9682, 0.8292, 0.5548], [-3.8262, -3.6146, -0.3256], [0.6679, -2.3693, 0.4337]],
  "atomic_forces_ev_per_a": [[-1.0, 0.4, 0.8], [-0.7, -0.9, 0.5], [-0.1, 0.0, -1.6], [-1.3, -0.4, -0.1], [0.0, 0.2, -0.5], [-0.2, 1.7, -0.2], [0.6, 0.2, 0.0], [0.6, -0.9, -0.2], [0.0, -0.4, -0.5], [-0.1, 0.5, 0.1], [1.7, -1.3, 0.1], [-0.3, -0.2, 1.5], [2.2, 0.9, 0.3], [-1.3, 0.1, -0.2]],
  "energy_ev": -44317.8699,
  "multiplicity": 2,
  "relative_energy_kcal_mol": 0.0,
  "charge": -1,
  "homo_lumo_gap_ev": [4.64, 6.58],
  "homo_energy_ev": [-3.01, -4.81],
  "lumo_ev": [1.6, 1.8]
}



Record 2
{
  "formula": "C2Br2N2O2",
  "method": "ωB97M-V/def2-TZVPD",
  "symbols": ["N", "Br", "O", "O", "C", "N", "Br", "C"],
  "positions_angstrom": [[-1.0690, -0.0839, -2.1356], [1.6875, 1.7380, -0.1369], [-1.2934, 0.9280, 1.1330], [-0.6493, -1.1015, 1.5666], [-0.3248, 0.0345, -1.3069], [-0.6305, -0.0542, 1.0787], [1.6543, -1.5205, 0.0623], [0.6252, 0.0596, -0.2611]],
  "atomic_forces_ev_per_a": [[-2.7, -0.3, -2.8], [-1.1, -1.3, -0.1], [-0.6, 0.2, 0.7], [-0.8, -1.8, 1.8], [2.8, 0.1, 1.5], [2.1, 2.2, -3.0], [0.0, 0.5, -0.7], [0.2, 0.4, 2.7]],
  "energy_ev": -149229.0138,
  "multiplicity": 1,
  "relative_energy_kcal_mol": 11.0,
  "charge": 0,
  "homo_lumo_gap_ev": 10.04,
  "homo_energy_ev": -10.84,
  "lumo_ev": -0.8
}



Record 3
{
  "formula": "C2Br2NO4",
  "method": "ωB97M-V/def2-TZVPD",
  "symbols": ["Br", "O", "C", "O", "Br", "O", "O", "N", "C"],
  "positions_angstrom": [[0.5584, -1.6577, 0.0858], [-0.9040, -0.2798, 3.8815], [0.7637, -0.0696, -0.9050], [0.8776, -1.2171, -2.8356], [0.3836, 1.6399, 0.0251], [0.7191, 1.0435, -2.8912], [-1.7774, 0.4903, 1.9466], [0.7299, -0.0594, -2.2513], [-1.3509, 0.1098, 2.9441]],
  "atomic_forces_ev_per_a": [[0.0, 0.3, -0.1], [2.5, -2.2, 5.7], [-0.5, 1.4, 0.2], [-0.5, 1.8, 0.5], [0.5, -1.3, -0.8], [-0.2, -1.3, 0.5], [-0.9, 0.4, -0.6], [1.0, -0.9, -0.3], [-1.8, 1.7, -5.0]],
  "energy_ev": -151837.5168,
  "multiplicity": 1,
  "relative_energy_kcal_mol": 0.0,
  "charge": -1,
  "homo_lumo_gap_ev": 6.49,
  "homo_energy_ev": -3.66,
  "lumo_ev": 2.8
}



Record 4
{
  "formula": "C2Br2O4S",
  "method": "ωB97M-V/def2-TZVPD",
  "symbols": ["C", "O", "C", "O", "S", "Br", "O", "O", "Br"],
  "positions_angstrom": [[1.6890, -0.5621, 2.2847], [2.8066, -0.7170, 2.4166], [-1.2875, 0.9735, -0.9333], [0.6532, 0.4313, 0.1901], [0.2863, -0.9510, 0.4606], [-1.5893, 2.0995, 0.5040], [-1.3816, -0.2022, -0.9826], [1.1533, -1.9906, -0.0399], [-0.6131, 2.0417, -2.4505]],
  "atomic_forces_ev_per_a": [[2.5, -0.5, 1.7], [-1.5, 0.4, -0.2], [0.3, 0.3, -1.7], [1.4, -1.5, 0.2], [0.6, 0.1, -0.4], [-0.9, 0.5, 0.7], [-1.5, 0.7, -0.8], [-0.4, 0.7, 0.1], [-0.4, -0.6, 0.4]],
  "energy_ev": -161181.6806,
  "multiplicity": 1,
  "relative_energy_kcal_mol": 27.4,
  "charge": 0,
  "homo_lumo_gap_ev": 9.35,
  "homo_energy_ev": -10.76,
  "lumo_ev": -1.4
}



Record 5
{
  "formula": "C2Br3NO2",
  "method": "ωB97M-V/def2-TZVPD",
  "symbols": ["O", "Br", "O", "C", "C", "Br", "N", "Br"],
  "positions_angstrom": [[-0.2396, -1.2795, 2.2824], [-0.0539, -1.5658, -2.8380], [1.4667, -0.1659, 1.5633], [0.0426, -0.9338, 0.0891], [-0.0793, -1.2303, -1.0972], [0.2567, 3.3127, -0.5043], [0.4204, -0.7586, 1.4159], [-1.8136, 2.6211, -0.9113]],
  "atomic_forces_ev_per_a": [[-0.4, 0.0, 0.2], [-0.2, -0.1, -0.3], [0.2, 0.4, 0.3], [-0.7, -0.9, -3.7], [0.5, 0.9, 3.5], [1.1, 0.3, 0.2], [0.5, -0.4, 0.0], [-1.1, -0.4, -0.2]],
  "energy_ev": -217780.1082,
  "multiplicity": 1,
  "relative_energy_kcal_mol": 128.1,
  "charge": 0,
  "homo_lumo_gap_ev": 9.10,
  "homo_energy_ev": -10.27,
  "smiles": "O=[N+]([O-])C#CBr.BrBr",
  "lumo_ev": -1.2
}



Record 6
{
  "formula": "C2Br4S2",
  "method": "ωB97M-V/def2-TZVPD",
  "symbols": ["C", "Br", "Br", "Br", "Br", "C", "S", "S"],
  "positions_angstrom": [[1.2479, -0.1011, 0.0504], [-1.8701, 1.6532, -0.0163], [2.7450, -1.2778, -0.0215], [1.8560, 1.9045, -0.0109], [-2.8032, -1.1056, -0.0162], [-1.2454, -0.0814, 0.0061], [0.0398, -0.4868, -1.3509], [0.0301, -0.5052, 1.3592]],
  "atomic_forces_ev_per_a": [[-1.3, 0.5, -0.9], [0.0, 2.2, 0.1], [0.1, 0.3, 0.2], [-0.4, -1.8, 0.2], [-0.6, -1.6, 0.0], [2.6, -1.4, -0.2], [-0.1, 0.9, 1.6], [-0.4, 0.9, -1.0]],
  "energy_ev": -303912.5576,
  "multiplicity": 1,
  "relative_energy_kcal_mol": 12.2,
  "charge": 0,
  "homo_lumo_gap_ev": 8.67,
  "homo_energy_ev": -9.53,
  "lumo_ev": -0.9
}



Record 7
{
  "formula": "C2BrCl5S",
  "method": "ωB97M-V/def2-TZVPD",
  "symbols": ["S", "Cl", "Br", "Cl", "C", "Cl", "Cl", "Cl", "C"],
  "positions_angstrom": [[1.8972, -1.2674, 0.7705], [-2.4346, 0.7133, 0.5736], [2.7527, 0.5935, 0.0748], [-0.7606, 1.3963, -1.6255], [-0.9435, 1.3062, 0.0505], [0.2516, -1.6654, -1.7411], [-1.0098, -2.0070, 0.8472], [-0.1269, 2.3497, 1.0726], [0.3740, -1.4193, -0.0224]],
  "atomic_forces_ev_per_a": [[-0.9, -0.8, 0.2], [-0.6, 0.2, 0.2], [0.2, 0.5, -0.4], [0.2, 0.5, -0.3], [-0.2, -0.8, -0.3], [0.3, 0.0, 0.7], [1.0, -0.1, -0.1], [0.3, 0.5, 0.3], [-0.4, -0.2, -0.3]],
  "energy_ev": -145560.6396,
  "multiplicity": 1,
  "relative_energy_kcal_mol": 52.2,
  "charge": 0,
  "homo_lumo_gap_ev": [6.76, 7.63],
  "homo_energy_ev": [-8.29, -8.42],
  "lumo_ev": [-1.5, -0.8]
}



Record 8
{
  "formula": "C2BrClN2S",
  "method": "ωB97M-V/def2-TZVPD",
  "symbols": ["Br", "Cl", "S", "C", "N", "C", "N"],
  "positions_angstrom": [[2.9361, -0.3295, -0.0389], [-2.8635, -0.8375, -0.0330], [-0.6348, 2.1162, -0.0521], [1.2438, 0.2783, 0.0663], [-0.1079, -1.3930, 0.0576], [-1.2483, -1.1438, -0.0656], [0.6746, 1.3094, 0.0656]],
  "atomic_forces_ev_per_a": [[0.2, -0.5, 0.0], [0.4, -0.3, -0.2], [-2.2, 1.8, -0.1], [1.9, 1.1, 0.2], [-2.5, -0.1, -0.5], [1.5, 0.0, 0.7], [0.8, -2.1, -0.1]],
  "energy_ev": -98450.3621,
  "multiplicity": 1,
  "relative_energy_kcal_mol": 77.1,
  "charge": 0,
  "homo_lumo_gap_ev": [7.67, 7.67],
  "homo_energy_ev": [-8.31, -8.31],
  "smiles": "[S-][N+]#CBr.N#CCl",
  "lumo_ev": [-0.6, -0.6]
}



Record 9
{
  "formula": "C2BrF2IO",
  "method": "ωB97M-V/def2-TZVPD",
  "symbols": ["F", "C", "F", "O", "C", "Br", "I"],
  "positions_angstrom": [[0.8686, -1.5846, -0.9763], [0.3942, 0.4086, -0.3333], [0.1661, 1.0265, -1.4288], [-0.3114, -0.3765, 1.7314], [-0.6128, -0.0765, 0.6192], [2.0430, 0.7407, 0.3793], [-2.5477, -0.1381, 0.0086]],
  "atomic_forces_ev_per_a": [[0.6, -1.0, -0.3], [-0.8, 0.6, 2.5], [-0.8, 0.4, -1.6], [0.3, -0.5, 1.0], [1.4, 0.9, -0.8], [0.8, -0.4, 0.0], [-1.5, -0.1, -0.8]],
  "energy_ev": -87693.9328,
  "multiplicity": 3,
  "charge": 0,
  "homo_lumo_gap_ev": [9.08, 5.14],
  "homo_energy_ev": [-8.85, -10.06],
  "lumo_ev": [0.2, -4.9]
}



Record 10
{
  "formula": "C2BrFNO4",
  "method": "ωB97M-V/def2-TZVPD",
  "symbols": ["O", "N", "Br", "O", "O", "C", "C", "O", "F"],
  "positions_angstrom": [[1.0490, 2.9629, -0.8601], [0.3360, -2.4877, -0.3027], [-0.4796, -1.8928, 2.6530], [0.5070, -3.5924, 0.2034], [0.6723, -2.0550, -1.3797], [-0.0206, 2.9337, -0.4590], [-0.3349, -0.8394, 0.9794], [-1.0007, 3.0175, 0.1149], [0.8810, -0.1980, 1.1570]],
  "atomic_forces_ev_per_a": [[1.7, -0.3, -1.5], [-0.9, 2.2, 3.3], [-0.2, -0.2, 0.3], [0.3, 0.1, -1.7], [0.5, -1.2, -0.9], [0.8, 0.4, 1.0], [1.0, -0.3, -0.6], [-2.5, -0.1, 0.5], [-0.7, -0.5, -0.5]],
  "energy_ev": -84511.2145,
  "multiplicity": 1,
  "relative_energy_kcal_mol": 30.0,
  "charge": -1,
  "homo_lumo_gap_ev": [6.68, 6.68],
  "homo_energy_ev": [-3.76, -3.76],
  "lumo_ev": [2.9, 2.9]
}



Record 11
{
  "formula": "C2BrN2O2",
  "method": "ωB97M-V/def2-TZVPD",
  "symbols": ["C", "O", "O", "N", "N", "Br", "C"],
  "positions_angstrom": [[-0.2691, 0.4622, -0.2585], [-0.5254, -0.9900, -0.2619], [-1.2745, -0.4395, -2.4861], [0.2779, 0.7252, 2.2622], [0.8762, -0.0704, 2.7218], [1.7224, 0.5673, -0.5912], [-0.8076, -0.2549, -1.3862]],
  "atomic_forces_ev_per_a": [[-0.3, 1.2, -0.7], [-1.3, -1.4, -1.1], [0.3, -0.2, 1.1], [0.4, -0.3, 1.1], [-0.4, 0.4, -0.4], [0.9, 0.4, -0.4], [0.4, -0.2, 0.4]],
  "energy_ev": -79191.3633,
  "multiplicity": 1,
  "relative_energy_kcal_mol": 5.3,
  "charge": -1,
  "homo_lumo_gap_ev": 7.19,
  "homo_energy_ev": -3.42,
  "lumo_ev": 3.8
}



Record 12
{
  "formula": "C2Cl2F2",
  "method": "ωB97M-V/def2-TZVPD",
  "symbols": ["Cl", "F", "C", "C", "F", "Cl"],
  "positions_angstrom": [[0.3165, 1.5864, -1.3447], [-0.2786, -0.7808, -1.7301], [0.0549, 0.0025, -0.6362], [0.1320, -0.1735, 0.6350], [0.6056, 0.8085, 1.4501], [-0.8305, -1.4431, 1.6260]],
  "atomic_forces_ev_per_a": [[0.4, -0.5, 0.7], [0.1, 0.1, 2.9], [-0.2, 1.3, -5.5], [-1.6, -1.3, 4.7], [-0.6, -1.3, -1.1], [1.9, 1.7, -1.8]],
  "energy_ev": -32551.6396,
  "multiplicity": 1,
  "relative_energy_kcal_mol": 24.1,
  "charge": 0,
  "homo_lumo_gap_ev": 10.07,
  "homo_energy_ev": -10.41,
  "smiles": "F/C(Cl)=C(/F)Cl",
  "lumo_ev": -0.3
}



Record 13
{
  "formula": "C2Cl2F3NO",
  "method": "ωB97M-V/def2-TZVPD",
  "symbols": ["Cl", "O", "N", "C", "C", "F", "F", "Cl", "F"],
  "positions_angstrom": [[3.6038, -0.8704, -0.0529], [-0.3034, -0.3371, 0.0606], [1.2093, -0.5469, 0.2586], [2.1432, 0.0492, -0.3495], [-1.7110, -0.0657, 0.2446], [-2.3493, -1.2242, 0.1820], [-2.1838, 0.6724, 1.2606], [2.0386, 1.6866, -0.8306], [-2.4476, 0.6360, -0.7734]],
  "atomic_forces_ev_per_a": [[-0.4, 1.0, -0.6], [-1.9, 0.9, -1.2], [-1.9, -2.0, 1.0], [-1.0, 1.2, 1.3], [-1.0, 1.5, -1.5], [1.0, -0.5, 0.9], [2.0, -1.0, 1.0], [0.5, -0.5, -0.6], [2.8, -0.6, -0.2]],
  "energy_ev": -38803.7011,
  "multiplicity": 1,
  "relative_energy_kcal_mol": 80.6,
  "charge": 0,
  "homo_lumo_gap_ev": 9.87,
  "homo_energy_ev": -11.17,
  "smiles": "FC(F)(F)ON=C(Cl)Cl",
  "lumo_ev": -1.3
}



Record 14
{
  "formula": "C2Cl3FN4",
  "method": "ωB97M-V/def2-TZVPD",
  "symbols": ["N", "N", "Cl", "Cl", "N", "C", "N", "Cl", "F", "C"],
  "positions_angstrom": [[1.3377, 0.4980, 0.5784], [1.8126, -0.5288, -1.1905], [-1.8365, -0.0374, 2.3132], [-0.7223, 2.3689, 0.5864], [2.3080, 0.1463, -0.1815], [0.5396, -0.7310, -1.0383], [0.1755, -0.1153, 0.2360], [-2.3942, -0.4389, -0.4562], [-0.0202, -1.6741, -1.6585], [-1.2002, 0.5122, 0.8110]],
  "atomic_forces_ev_per_a": [[0.1, 0.0, 2.2], [-0.3, -1.9, -1.8], [1.1, 0.8, -0.1], [-2.0, -2.5, 0.6], [-1.7, 1.6, 0.7], [1.9, 1.7, 3.5], [-0.1, 0.1, -1.4], [1.1, 2.1, 1.2], [-1.9, -1.0, -1.1], [2.0, -0.9, -3.7]],
  "energy_ev": -48314.4258,
  "multiplicity": 1,
  "relative_energy_kcal_mol": 15.7,
  "charge": 0,
  "homo_lumo_gap_ev": 9.21,
  "homo_energy_ev": -10.82,
  "smiles": "Fc1nnnn1C(Cl)(Cl)Cl",
  "lumo_ev": -1.6
}



Record 15
{
  "formula": "C2Cl3NOS",
  "method": "ωB97M-V/def2-TZVPD",
  "symbols": ["C", "O", "Cl", "Cl", "Cl", "C", "S", "N"],
  "positions_angstrom": [[0.5624, 1.2950, -1.2719], [0.2896, 1.0837, -2.3924], [0.8230, 2.7603, -0.4965], [2.2842, -1.3924, 1.1152], [-2.9433, -0.4603, 0.0730], [0.8763, -0.6958, 0.5464], [-1.7167, -1.3938, 1.4091], [-0.1756, -1.1965, 1.0170]],
  "atomic_forces_ev_per_a": [[-0.2, -1.8, -1.1], [0.2, 0.0, 1.1], [0.2, 1.0, 0.7], [2.0, 0.0, -0.1], [-0.1, 0.4, -0.4], [-3.5, -0.7, 0.5], [0.8, -0.2, 0.0], [0.6, 1.2, -0.7]],
  "energy_ev": -54009.5179,
  "multiplicity": 1,
  "relative_energy_kcal_mol": 45.4,
  "charge": 0,
  "homo_lumo_gap_ev": [7.71, 7.02],
  "homo_energy_ev": [-8.97, -8.92],
  "lumo_ev": [-1.3, -1.9]
}



Record 16
{
  "formula": "C2Cl4F2",
  "method": "ωB97M-V/def2-TZVPD",
  "symbols": ["Cl", "Cl", "Cl", "C", "F", "C", "F", "Cl"],
  "positions_angstrom": [[1.0028, -1.3358, 1.1528], [1.9274, 0.9715, -0.3456], [-1.0064, 1.3402, 1.1490], [0.7218, -0.3080, -0.2415], [0.8042, -1.0553, -1.3569], [-0.7185, 0.3078, -0.2508], [-0.8070, 1.0476, -1.3614], [-1.9234, -0.9718, -0.3434]],
  "atomic_forces_ev_per_a": [[-0.1, 0.1, 0.0], [0.0, 0.0, 0.1], [0.1, -0.1, -0.1], [-0.1, 0.0, 0.0], [0.1, -0.1, -0.1], [0.1, 0.0, 0.3], [-0.1, 0.2, -0.3], [0.0, 0.0, 0.1]],
  "energy_ev": -57598.5013,
  "multiplicity": 1,
  "relative_energy_kcal_mol": 0.0,
  "charge": 0,
  "homo_lumo_gap_ev": 12.13,
  "homo_energy_ev": -11.59,
  "smiles": "FC(Cl)(Cl)C(F)(Cl)Cl",
  "lumo_ev": 0.5
}



Record 17
{
  "formula": "C2Cl4NO4S",
  "method": "ωB97M-V/def2-TZVPD",
  "symbols": ["Cl", "O", "O", "S", "N", "Cl", "O", "C", "C", "O", "Cl", "Cl"],
  "positions_angstrom": [[2.7158, -0.7115, 0.2698], [-1.3995, -0.8012, -1.8261], [-2.3277, -0.4678, 0.4632], [-1.6247, 0.3018, -0.5262], [-3.1284, -0.6704, -3.5102], [1.2140, -0.2897, 2.6949], [-2.4123, 1.4056, -1.0044], [-2.3911, -0.8429, -2.6466], [2.7043, 0.0865, 1.8405], [-0.2761, 0.6384, -0.1659], [2.8327, 1.8338, 1.6147], [4.0931, -0.4827, 2.7963]],
  "atomic_forces_ev_per_a": [[0.0, 0.0, 0.1], [-0.3, -0.4, -0.2], [0.0, -1.0, -0.1], [-0.6, 1.7, 2.7], [-0.9, -0.6, -0.5], [0.0, 0.0, 0.0], [0.1, -0.2, -1.2], [1.1, 0.9, 0.0], [-0.2, 0.0, -0.1], [0.6, -0.4, -0.7], [0.0, 0.0, 0.0], [0.1, 0.0, 0.0]],
  "energy_ev": -72680.1639,
  "multiplicity": 1,
  "charge": -1,
  "homo_lumo_gap_ev": 8.48,
  "homo_energy_ev": -6.04,
  "lumo_ev": 2.4
}



Record 18
{
  "formula": "C2Cl4OS",
  "method": "ωB97M-V/def2-TZVPD",
  "symbols": ["O", "Cl", "C", "Cl", "Cl", "S", "Cl", "C"],
  "positions_angstrom": [[-2.0912, -1.5651, -0.7734], [2.8794, 0.7874, -0.6460], [0.7718, 0.2657, 0.9849], [-2.5587, 1.3034, -0.7413], [1.1813, 1.0178, 2.3513], [-2.1430, -0.5640, 0.2524], [0.6038, -1.1371, -1.2863], [1.3567, -0.1081, -0.1415]],
  "atomic_forces_ev_per_a": [[-0.4, -1.1, -0.6], [-1.3, -1.1, 0.3], [0.1, -1.4, -1.7], [0.3, -1.0, 0.7], [0.2, 0.7, 0.9], [-0.3, 2.0, 0.2], [1.0, 0.3, 0.0], [0.5, 1.6, 0.2]],
  "energy_ev": -65042.2936,
  "multiplicity": 1,
  "relative_energy_kcal_mol": 68.0,
  "charge": 0,
  "homo_lumo_gap_ev": [7.92, 7.69],
  "homo_energy_ev": [-9.63, -9.40],
  "lumo_ev": [-1.7, -1.7]
}



Record 19
{
  "formula": "C2ClF2N",
  "method": "ωB97M-V/def2-TZVPD",
  "symbols": ["C", "F", "Cl", "N", "C", "F"],
  "positions_angstrom": [[1.0059, 0.4298, 0.1944], [-0.7371, -1.0837, 0.9592], [-1.6180, 0.8554, -0.4394], [1.8031, 1.2148, 0.4230], [-0.3307, -0.3033, -0.0646], [-0.1231, -1.1131, -1.0726]],
  "atomic_forces_ev_per_a": [[-2.5, -0.5, 0.3], [0.5, 0.7, 0.0], [0.4, -0.2, 0.1], [0.7, 0.1, 0.0], [0.8, 0.4, 0.7], [0.0, -0.6, -1.2]],
  "energy_ev": -21520.3748,
  "multiplicity": 1,
  "relative_energy_kcal_mol": 4.4,
  "charge": 0,
  "homo_lumo_gap_ev": 12.83,
  "homo_energy_ev": -12.56,
  "smiles": "N#CC(F)(F)Cl",
  "lumo_ev": 0.3
}



Record 20
{
  "formula": "C2ClF3",
  "method": "ωB97M-V/def2-TZVPD",
  "symbols": ["F", "C", "F", "Cl", "C", "F"],
  "positions_angstrom": [[-0.1631, -1.5819, -0.8382], [-0.3107, 0.2356, 0.5425], [-0.9050, -0.3459, 1.5381], [0.2207, 1.8511, 0.6426], [0.1409, -0.3527, -0.5456], [1.0172, 0.1939, -1.3395]],
  "atomic_forces_ev_per_a": [[0.1, -0.9, -0.5], [1.6, 1.0, -1.3], [-0.9, -0.3, 0.6], [-0.3, 0.8, 1.1], [-0.4, -0.6, 1.0], [0.0, -0.1, -0.8]],
  "energy_ev": -22747.1848,
  "multiplicity": 1,
  "relative_energy_kcal_mol": 7.2,
  "charge": 0,
  "homo_lumo_gap_ev": 10.34,
  "homo_energy_ev": -9.59,
  "smiles": "FC(F)=C(F)Cl",
  "lumo_ev": 0.8
}